{
  "formula": "C3H6O2",
  "method": "ωB97M-V with the def2-TZVPD basis set",
  "symbols": ["C", "C", "O", "C", "O", "H", "H", "H", "H", "H", "H"],
  "positions_angstrom": [[-0.527, 1.263, 0.287], [-0.220, -0.159, -0.184], [-0.089, -0.228, -1.561], [0.834, -1.013, 0.431], [1.359, -1.865, -0.258], [-1.485, 1.598, -0.127], [-0.585, 1.340, 1.378], [0.227, 1.979, -0.065], [-0.943, -0.939, 0.234], [0.517, -0.993, -1.664], [0.910, -0.982, 1.530]],
  "mulliken_charge": [-1.09, 0.48, -0.55, -0.08, -0.55, 0.28, 0.34, 0.32, 0.10, 0.39, 0.35],
  "max_force_ha_per_bohr": 0.027,
  "lumo_ha": 0.02510,
  "e_above_lowest_kcal_mol": 30.97,
  "smiles": "C[C@@H](O)C=O"
}